No. 1
Formula: C34H33N2O
Source: the Open Molecules 2025 dataset
Level of theory: the ωB97M-V functional and the def2-TZVPD basis

Last column: Mulliken charge in e.
Cartesian coordinates (Å):
C1 3.2532 -2.6452 -2.5051  -0.57
C2 2.6490 -1.7415 -3.3913  -0.67
C3 1.2869 -1.4955 -3.3016  -0.21
C4 0.4993 -2.1158 -2.2937  0.09
C5 -0.8502 -1.6798 -1.9859  -0.87
C6 -1.3160 -0.3807 -2.1796  1.14
N1 -2.6643 -0.1017 -2.2419  0.24
C7 -3.5656 -1.2543 -2.2840  -0.40
C8 -5.0490 -0.8996 -2.3384  -0.73
O1 -5.3661 0.2475 -1.5536  -0.38
C9 -4.6413 1.3956 -1.9925  -0.79
C10 -3.1353 1.2259 -1.8416  0.29
C11 -0.3668 0.7647 -2.2762  -1.40
C12 0.6332 0.9245 -1.3031  1.26
C13 1.4912 2.0223 -1.3269  -0.90
C14 1.3918 2.9532 -2.3728  -0.66
C15 0.4242 2.7982 -3.3700  -0.79
C16 -0.4659 1.7241 -3.3067  -0.13
C17 1.0973 -3.1710 -1.5529  -0.46
C18 2.4718 -3.3678 -1.5936  -0.52
H1 4.3351 -2.7826 -2.5311  0.40
H2 3.2433 -1.2141 -4.1407  0.41
H3 0.8131 -0.7759 -3.9734  0.51
H4 -1.5356 -2.4486 -1.6142  0.31
H5 -3.3162 -1.8525 -3.1753  0.33
H6 -3.4403 -1.8922 -1.3912  0.37
H7 -5.3609 -0.7773 -3.3936  0.35
H8 -5.6180 -1.7008 -1.8522  0.31
H9 -4.8732 1.6470 -3.0470  0.38
H10 -4.9940 2.1895 -1.3213  0.34
H11 -2.8753 1.4429 -0.7861  -0.31
H12 -2.6532 1.9936 -2.4541  0.22
H13 0.6949 0.1893 -0.4919  0.13
H14 2.2436 2.1409 -0.5407  0.44
H15 2.0883 3.7933 -2.4177  0.40
H16 0.3506 3.5091 -4.1982  0.42
H17 -1.2508 1.6339 -4.0625  0.56
H18 0.4786 -3.7607 -0.8724  0.41
H19 2.9486 -4.0675 -0.9018  0.44
C19 -2.0822 3.2706 2.7812  -0.89
N2 -1.0749 2.2337 2.6594  0.23
C20 -1.1986 1.0675 1.9620  -1.37
C21 -0.0483 0.2661 2.1889  2.14
C22 0.1579 -0.9646 1.5725  -1.51
C23 1.3415 -1.7709 1.7730  0.59
C24 2.6171 -1.2176 1.5206  -0.09
C25 3.7678 -1.9629 1.7574  -0.77
C26 3.6622 -3.2701 2.2517  -0.53
C27 2.4044 -3.8485 2.4648  -0.76
C28 1.2523 -3.1276 2.1655  -0.17
C29 0.7740 1.0062 3.1719  0.62
C30 1.8904 0.7109 3.9435  -0.03
C31 2.3981 1.6873 4.8174  -0.93
C32 1.7365 2.9142 5.0012  -0.68
C33 0.5690 3.2032 4.2857  -1.09
C34 0.1263 2.2441 3.3806  0.34
H20 -1.6840 4.0391 3.4443  0.27
H21 -2.3160 3.7138 1.8027  0.33
H22 -3.0066 2.8644 3.2181  0.36
H23 -2.0430 0.8328 1.3110  0.57
H24 -0.6722 -1.3812 0.9922  0.49
H25 2.6789 -0.1977 1.1253  0.41
H26 4.7390 -1.5150 1.5514  0.48
H27 4.5720 -3.8250 2.4887  0.44
H28 2.3263 -4.8626 2.8623  0.42
H29 0.2570 -3.5735 2.2818  0.48
H30 2.3571 -0.2692 3.8652  0.55
H31 3.3139 1.4911 5.3782  0.41
H32 2.1139 3.6436 5.7182  0.41
H33 0.0144 4.1272 4.4401  0.30

Results
energy above the lowest of the compared OMol25 structures with the same formula, charge and spin: 0.00 kcal/mol
2S+1: 1
charge: +1
Kohn-Sham gap: 4.568 eV
LUMO energy: -4.9 eV


No. 2
Formula: C34H34BrN6O2RuS
Source: the Open Molecules 2025 dataset
Level of theory: the ωB97M-V functional and the def2-TZVPD basis

Last column: Mulliken spin population.
Cartesian coordinates (Å):
Ru1 0.3261 0.9311 -0.6409  0.92
O1 6.0762 -1.5248 -0.8885  0.00
C1 4.8679 -1.0066 -0.7140  0.00
C2 3.7709 -1.7201 -0.2253  0.00
C3 2.5710 -1.0685 -0.0919  0.00
N1 2.3711 0.2184 -0.4303  0.04
C4 3.4556 0.9022 -0.8471  0.00
Br1 3.2399 2.7428 -1.1046  0.01
C5 4.6997 0.3467 -1.0122  0.00
H1 6.1176 -2.4564 -0.6368  0.00
H2 3.8575 -2.7583 0.0650  0.00
H3 1.7164 -1.5857 0.3208  0.00
H4 5.5394 0.9394 -1.3428  0.00
C6 -1.2564 4.3820 1.3558  -0.04
C7 -1.4610 5.2229 0.2704  0.08
C8 -1.0363 4.8444 -0.9942  -0.04
C9 -0.4304 3.6083 -1.1800  0.02
C10 -0.2903 2.7161 -0.0891  -0.12
C11 -0.6793 3.1323 1.1832  0.08
C12 0.1516 3.1794 -2.4608  0.01
C13 0.4375 4.0649 -3.5203  0.01
C14 1.1295 3.6064 -4.6023  0.00
C15 1.5278 2.2524 -4.6664  0.00
C16 2.2589 1.7185 -5.7511  0.00
C17 2.6086 0.3972 -5.7679  0.00
C18 2.2257 -0.4473 -4.7075  0.00
C19 1.5230 0.0430 -3.6409  0.01
C20 1.1774 1.4102 -3.5892  -0.01
N2 0.5090 1.9031 -2.5067  -0.01
H5 -1.5572 4.6978 2.3457  0.00
H6 -1.9319 6.1858 0.4136  0.00
H7 -1.1700 5.5218 -1.8266  0.00
H8 -0.5352 2.5014 2.0503  0.01
H9 0.1391 5.0996 -3.4509  0.00
H10 1.3828 4.2717 -5.4180  0.00
H11 2.5321 2.3740 -6.5679  0.00
H12 3.1670 -0.0096 -6.5991  0.00
H13 2.4839 -1.4972 -4.7472  0.00
H14 1.2117 -0.6168 -2.8382  0.00
C21 -4.4106 0.2374 0.6477  0.00
N3 -3.9435 0.4037 -0.7390  0.01
C22 -4.9336 0.5115 -1.8182  0.00
C23 -2.6830 0.3848 -0.9872  0.02
N4 -1.5408 0.3711 -1.2229  0.02
H15 -5.0193 -0.6620 0.7330  0.00
H16 -4.9966 1.1121 0.9241  0.00
H17 -3.5503 0.1533 1.3088  0.00
H18 -5.3965 -0.4592 -1.9923  0.00
H19 -4.4482 0.8582 -2.7265  0.00
H20 -5.6952 1.2306 -1.5225  0.00
C24 -0.8411 -6.1087 0.5675  0.00
C25 -0.3719 -4.6735 0.7694  0.00
C26 -1.3687 -3.6800 0.1809  0.00
N5 -0.9370 -2.2854 0.3059  0.00
C27 -0.8934 -1.5701 1.4292  0.00
S1 -0.1346 -0.0414 1.5405  -0.02
N6 -1.4968 -2.0881 2.5162  0.00
C28 -1.8649 -1.3240 3.7062  0.00
O2 -3.0381 -1.1542 3.8876  0.00
C29 -0.7810 -0.9060 4.6012  0.00
C30 -1.0628 0.0797 5.5477  0.00
C31 -0.0779 0.4827 6.4303  0.00
C32 1.1789 -0.1078 6.3822  0.00
C33 1.4561 -1.1032 5.4540  0.00
C34 0.4802 -1.5009 4.5580  0.00
H21 -0.1371 -6.8118 1.0080  0.00
H22 -0.9346 -6.3491 -0.4922  0.00
H23 -1.8114 -6.2764 1.0369  0.00
H24 0.5983 -4.5199 0.2888  0.00
H25 -0.2334 -4.4693 1.8342  0.00
H26 -2.3582 -3.8029 0.6323  0.00
H27 -1.5085 -3.8656 -0.8840  0.00
H28 -0.5412 -1.8488 -0.5096  0.00
H29 -2.1504 -2.8433 2.3495  0.00
H30 -2.0536 0.5118 5.5823  0.00
H31 -0.2894 1.2466 7.1655  0.00
H32 1.9445 0.2025 7.0807  0.00
H33 2.4305 -1.5719 5.4379  0.00
H34 0.6881 -2.2853 3.8421  0.00

Results
energy above the lowest of the compared OMol25 structures with the same formula, charge and spin: 7.22 kcal/mol
2S+1: 2
charge: +2
Kohn-Sham gap (alpha / beta): 7.568 / 6.914 eV
LUMO energy (alpha / beta): -5.9 / -6.6 eV


No. 3
Formula: C34H34CuN3OP2
Source: the Open Molecules 2025 dataset
Level of theory: the ωB97M-V functional and the def2-TZVPD basis

Last column: Mulliken spin population.
Cartesian coordinates (Å):
Cu1 0.5548 0.0513 -0.0550  -0.02
C1 -1.8555 2.7096 -0.1289  0.00
N1 -1.1378 2.1054 1.0021  0.00
P1 -1.6606 0.4052 1.0125  -0.05
C2 -3.2393 0.7590 1.8996  0.00
C3 -4.3033 -0.1099 1.6642  0.01
C4 -5.5319 0.0910 2.2631  -0.01
C5 -5.7203 1.1742 3.1116  0.01
C6 -4.6642 2.0364 3.3638  -0.01
C7 -3.4374 1.8328 2.7667  0.02
C8 -0.7418 -0.4402 2.2864  0.18
C9 -0.3759 -1.8723 1.9029  -0.02
C10 -0.2911 -2.7324 3.1144  0.13
C11 -0.1035 -2.2264 4.3481  -0.07
C12 -0.1637 -0.8296 4.5988  0.17
C13 -0.5944 0.0032 3.5994  -0.09
P2 0.5693 2.1629 0.8013  -0.01
C14 1.0815 2.3231 2.5364  -0.01
C15 0.3665 3.1105 3.4411  0.00
C16 0.8091 3.2676 4.7370  0.00
C17 1.9816 2.6514 5.1469  0.00
C18 2.6941 1.8590 4.2582  0.00
C19 2.2511 1.6970 2.9599  -0.01
C20 0.8633 3.8814 0.2611  -0.01
C21 1.8424 4.0282 -0.7256  0.00
C22 2.2582 5.2676 -1.1528  0.00
C23 1.7113 6.4153 -0.5817  0.00
C24 0.7256 6.2857 0.3897  0.00
C25 0.2998 5.0440 0.8066  0.00
H1 -2.9138 2.4473 -0.0398  0.00
H2 -1.4900 2.3505 -1.0988  0.00
H3 -1.7640 3.7958 -0.0938  0.00
H4 -4.1518 -0.9425 0.9877  0.00
H5 -6.3558 -0.5815 2.0588  0.00
H6 -6.6859 1.3475 3.5704  0.00
H7 -4.8066 2.8842 4.0223  0.00
H8 -2.6213 2.5124 2.9530  0.00
H9 -1.0886 -2.3034 1.1771  -0.02
H10 -0.3914 -3.8021 2.9619  0.00
H11 0.0185 -2.8953 5.1941  0.00
H12 0.0353 -0.4529 5.5933  0.01
H13 -0.8394 1.0312 3.8261  -0.03
H14 -0.5651 3.5621 3.1324  0.00
H15 0.2321 3.8587 5.4392  0.00
H16 2.3326 2.7772 6.1616  0.00
H17 3.5934 1.3592 4.5899  0.00
H18 2.7845 1.0529 2.2738  0.01
H19 2.2722 3.1292 -1.1523  0.00
H20 3.0077 5.3578 -1.9298  0.00
H21 2.0509 7.3952 -0.8907  0.00
H22 0.2873 7.1754 0.8238  0.00
H23 -0.4729 4.9708 1.5552  0.00
C26 0.8729 -1.4176 1.1832  0.46
C27 2.1924 -1.7831 1.5328  -0.11
C28 3.2724 -1.1388 0.8583  0.14
C29 4.5664 -1.5864 0.9220  -0.17
C30 4.8920 -2.7100 1.6751  0.27
C31 3.8730 -3.3475 2.3781  -0.10
C32 2.5793 -2.8945 2.3325  0.16
H24 3.0366 -0.2647 0.2600  0.07
H25 5.3457 -1.0627 0.3756  -0.01
H26 5.9103 -3.0663 1.7298  0.03
H27 4.1175 -4.2098 2.9870  -0.01
H28 1.8236 -3.4076 2.9019  0.03
C33 4.0804 0.2278 -2.7595  0.00
N2 2.7391 0.7211 -2.5702  0.00
C34 1.6623 -0.0161 -2.1957  0.00
N3 1.7953 -1.3831 -2.2616  0.00
O1 0.5835 0.5507 -1.9716  0.00
H29 4.7239 1.0679 -3.0120  0.00
H30 4.1019 -0.4893 -3.5830  0.00
H31 4.4736 -0.2540 -1.8568  0.00
H32 2.6099 1.7136 -2.4348  0.00
H33 2.6777 -1.7619 -1.9500  0.00
H34 1.0079 -1.8427 -1.8201  0.00

Results
2S+1: 2
charge: -1
Kohn-Sham gap (alpha / beta): 3.970 / 4.482 eV
LUMO energy (alpha / beta): 2.4 / 2.4 eV


The calculation returns the following strongest force on any atom values, one per record and in order: 2.64, 1.26, 1.46 eV Å⁻¹.